A structure of composition C10H18ClIMnN2OP. Source: the Open Molecules 2025 dataset; level of theory: ωB97M-V with the def2-TZVPD basis set.

Cartesian coordinates (Å):
1 I -0.399 3.104 -1.477
2 Mn 0.080 1.212 -0.148
3 Cl 2.113 0.674 0.714
4 P 0.447 -0.615 -1.844
5 O -2.866 0.546 -0.686
6 N -0.788 -0.016 1.629
7 N 0.170 1.476 3.103
8 C -0.640 0.410 2.905
9 C -1.375 -1.224 1.452
10 C -1.928 -1.956 2.497
11 C -1.701 0.619 -0.640
12 C 1.884 3.496 -1.099
13 C 2.046 -0.296 -2.649
14 C -1.333 -0.185 3.985
15 C -1.973 -1.403 3.785
16 C 0.594 -2.354 -1.319
17 C -0.719 -0.675 -3.235
18 H -0.782 0.317 -3.700
19 H 0.942 -2.979 -2.156
20 H -1.712 -0.958 -2.861
21 H 1.828 4.427 -0.522
22 H 2.071 0.734 -3.024
23 H -2.357 -2.941 2.281
24 H -2.492 -1.914 4.598
25 H 0.302 1.745 4.076
26 H 1.316 -2.414 -0.495
27 H 2.223 3.724 -2.115
28 H 2.834 -0.419 -1.897
29 H -1.309 0.322 4.946
30 H 0.977 1.582 2.494
31 H -1.411 -1.636 0.438
32 H 2.195 -1.002 -3.477
33 H -0.380 -1.409 -3.980
34 H 2.517 2.744 -0.606
35 H -0.375 -2.734 -0.973

Properties
Energy relative to the best compared isomer or geometry (same formula, charge and spin): 35.7 kcal/mol
Spin multiplicity: 5
Charge: +2
F_max: 6.807 eV/A



A cluster of 3 separate species, C24H31F16N3O8P in total. Source: the Open Molecules 2025 dataset; level of theory: ωB97M-V with the def2-TZVPD basis set.

Cartesian coordinates (Å):
1 P -1.738 2.294 0.724
2 F 6.648 -8.258 2.459
3 F 4.745 -9.256 4.266
4 F 3.319 -9.424 2.636
5 F 2.430 -7.030 2.521
6 F 2.881 -3.707 -0.559
7 F 3.449 -1.644 -2.466
8 F 4.655 -4.002 -1.773
9 F 0.454 -3.174 -0.638
10 F 0.878 -1.388 1.426
11 F -0.908 -1.504 -0.744
12 F 2.570 -8.670 0.174
13 F 2.449 -6.856 -1.013
14 F 4.913 -7.000 2.699
15 F 3.346 -3.151 -4.024
16 F 2.534 -1.247 0.019
17 F 0.765 -6.858 1.141
18 O -1.442 2.579 -2.942
19 O -6.171 1.924 -0.794
20 O -2.300 0.775 1.193
21 O 0.753 -1.559 -2.178
22 O 5.164 -8.228 0.838
23 O -0.126 4.963 -0.817
24 O -1.819 3.204 2.126
25 O -1.793 4.696 -3.385
26 N -2.897 2.927 -0.341
27 N -3.727 4.863 -1.476
28 N -0.291 2.083 0.177
29 C 0.596 5.434 0.270
30 C 2.873 -7.352 0.188
31 C 3.297 -3.924 -1.824
32 C 1.172 7.314 1.875
33 C -4.977 -0.201 -0.410
34 C 0.452 6.832 0.719
35 C 4.635 -9.373 2.921
36 C 1.202 -1.029 0.157
37 C 2.093 -6.619 1.282
38 C 2.227 5.075 2.146
39 C -3.701 1.904 -1.046
40 C -2.488 4.082 -1.169
41 C -4.964 1.380 -0.254
42 C 1.348 -2.601 -2.942
43 C 4.405 -7.189 0.218
44 C -4.387 5.383 -0.278
45 C -1.537 5.136 -0.469
46 C 5.318 -8.192 2.225
47 C 2.866 -2.818 -2.787
48 C 1.503 4.556 0.975
49 C 2.071 6.436 2.614
50 C -1.850 3.747 -2.579
51 C 0.391 -1.839 -0.857
52 C -4.360 6.985 -0.200
53 H 2.907 4.379 2.690
54 H 1.692 3.496 0.716
55 H 1.200 -2.281 -3.976
56 H -1.819 6.123 -0.928
57 H -4.342 4.342 -2.094
58 H -3.988 -0.662 -0.181
59 H -4.142 7.312 0.859
60 H 5.087 -10.318 2.612
61 H 2.922 -4.897 -2.150
62 H -5.479 5.119 -0.326
63 H -6.577 1.265 -1.380
64 H -5.347 7.427 -0.484
65 H -4.053 2.215 -2.061
66 H -2.748 0.917 2.050
67 H 4.726 -7.220 -0.825
68 H -4.812 1.573 0.836
69 H -5.289 -0.524 -1.439
70 H 1.084 8.363 2.236
71 H -0.215 7.546 0.184
72 H -0.293 2.433 -0.792
73 H -0.883 3.353 2.373
74 H 2.248 -5.538 1.216
75 H -3.982 5.024 0.698
76 H 0.788 -3.534 -2.857
77 H 4.708 -6.202 0.572
78 H -5.717 -0.675 0.299
79 H 2.647 6.737 3.513
80 H -3.020 1.026 -1.233
81 H 1.018 0.042 0.039
82 H -1.709 5.256 0.627
83 H -3.541 7.425 -0.822

Properties
Charge: -1
F_max: 3.775 eV/A
Calculated total energy: -99010.8580 eV



A cluster of 2 separate species, C2H7OS in total. Source: the Open Molecules 2025 dataset; level of theory: ωB97M-V with the def2-TZVPD basis set.

Cartesian coordinates (Å):
1 S 0.787 2.481 -0.808
2 O -1.425 0.265 -0.165
3 C -0.341 -0.725 -0.406
4 C 0.545 -0.955 0.730
5 H 0.223 -0.500 -1.309
6 H -0.429 2.791 -0.310
7 H 1.388 -1.617 0.611
8 H -0.865 -1.677 -0.622
9 H 0.976 0.096 0.955
10 H -0.049 -1.229 1.564
11 H -0.809 1.071 -0.240

Properties
Energy relative to the best compared isomer or geometry (same formula, charge and spin): 12.7 kcal/mol
Charge: -1
F_max: 3.855 eV/A



Q: Which formula does entry 2 have?
A: C24H31F16N3O8P



Q: What is the formula in the second record?
A: C24H31F16N3O8P